Record 1
{"formula": "C24H48Cl24F10Mg2N5O20S10", "method": "ωB97M-V/def2-TZVPD", "homo_lumo_gap_ha": 0.2831, "charge": -1, "elements": ["H", "Cl", "C", "H", "O", "O", "H", "C", "F", "F", "H", "H", "O", "O", "S", "C", "Cl", "H", "H", "H", "H", "O", "Cl", "Mg", "H", "H", "H", "C", "Cl", "F", "O", "F", "F", "H", "N", "C", "S", "H", "H", "O", "Cl", "F", "C", "C", "Cl", "H", "H", "H", "Cl", "S", "C", "O", "C", "O", "C", "F", "Cl", "Cl", "H", "O", "O", "O", "H", "H", "H", "S", "H", "H", "Cl", "C", "H", "H", "H", "O", "C", "C", "N", "Cl", "Cl", "Mg", "Cl", "F", "C", "Cl", "H", "C", "H", "Cl", "H", "H", "H", "S", "C", "C", "H", "S", "H", "H", "H", "H", "C", "H", "S", "H", "H", "C", "O", "F", "Cl", "O", "O", "C", "Cl", "S", "O", "N", "H", "C", "O", "Cl", "H", "H", "C", "O", "Cl", "Cl", "Cl", "H", "S", "H", "S", "Cl", "H", "N", "O", "C", "C", "Cl", "H", "F", "H", "N", "Cl"], "xyz": [[-2.7145, -5.7153, -0.2262], [-4.7098, -5.5158, -1.6291], [2.0386, 2.6013, 5.5510], [6.1116, -6.2732, -0.1132], [-7.3185, 2.8755, -4.7300], [-4.0587, 5.2354, -2.5335], [2.6545, 1.9100, 4.9758], [-2.9907, -2.9756, 5.4176], [-2.9019, 3.0902, 1.1568], [0.8773, 1.7521, 1.2391], [5.6796, -3.8389, -1.0644], [0.2615, -3.0576, 2.1293], [-4.2310, 2.0677, -0.6049], [1.9480, 6.7569, -0.9192], [-3.6755, 3.4192, -0.2273], [1.2971, -3.2443, -3.5877], [-3.9579, -2.3229, 4.1399], [6.3937, 0.2730, 3.5964], [-2.5095, -1.1209, -8.7919], [1.2593, -2.6239, -2.6923], [8.7228, -1.0210, -1.4318], [-4.6014, 4.5430, 0.1023], [1.2591, -2.1185, -4.9883], [-0.6453, 3.2597, -0.6133], [-2.5116, -3.8848, 5.0543], [-2.1972, -0.2387, 3.2654], [-1.1169, 0.2134, -6.9538], [5.5360, -5.5000, 0.3959], [8.4542, -0.2516, 0.8385], [-1.2345, 0.8539, -2.7648], [-7.9096, -1.4118, -2.1430], [-5.7303, -2.2919, -1.8975], [-0.0159, 4.3272, 1.9445], [4.0686, 2.0944, -2.5899], [0.6110, 4.5076, -0.2382], [4.3439, 0.2280, 2.5623], [0.5286, 0.5817, 0.1912], [-3.5184, -4.4909, 1.8619], [0.3055, 3.9229, 4.9714], [-4.9123, 1.0976, -5.2846], [2.7092, -0.3135, 3.1811], [-6.4007, 1.1463, 0.9103], [5.4137, -0.1999, 3.6601], [5.8714, 5.4112, 2.0145], [5.8013, -1.9630, 3.4104], [4.6789, 0.6834, -3.4265], [2.8919, -4.5699, -4.4530], [-3.0929, 1.4794, 5.0447], [1.5479, -4.7761, 4.0990], [1.9114, 5.2874, -0.9966], [0.8236, 3.0118, 4.6722], [-0.0814, 6.5644, 1.0364], [7.2157, 0.3693, -1.4573], [-3.6281, 2.8537, -3.1078], [-1.6804, -0.7158, -6.8689], [-5.4396, -1.0223, -4.6802], [-3.4725, 0.7979, -8.0147], [4.7324, 2.4687, -4.9073], [-1.5609, -2.2995, 6.9391], [0.0152, -0.3195, 1.1992], [3.1248, 4.4887, -1.1068], [-8.4820, 0.1233, 0.2673], [2.6905, 0.5120, -4.8279], [-3.6384, -3.2771, 6.2408], [-1.0412, -1.5917, -6.9798], [-7.1812, 1.9101, -3.6208], [6.1084, -5.0886, 1.2272], [4.4716, -0.2324, 1.5826], [-0.4960, -1.8666, 4.9589], [2.6083, -4.0067, -3.5639], [6.9635, -0.0405, -2.4353], [0.3891, -3.8405, -3.4970], [7.3071, -1.6412, -0.6116], [-6.3889, 2.3433, -2.4726], [4.9321, -4.4307, -0.5360], [-1.9342, -1.9430, 5.9790], [-2.3645, 3.7786, -0.8874], [-2.2874, -0.8808, -5.1277], [-3.7097, 0.3155, 1.5701], [-4.4858, 0.2035, -1.0399], [1.7295, 2.1945, 7.3482], [1.2341, 5.0691, -2.3948], [3.9813, 1.5167, -3.5100], [4.2414, -6.4864, 1.1897], [7.8508, 1.2001, -1.7645], [-3.5908, 1.3686, 4.0814], [6.8862, 5.7658, 2.1948], [4.9841, 6.8949, 1.5471], [-3.6410, -1.5644, -7.4401], [-5.1247, -4.3869, 1.2818], [4.2936, 4.2578, 2.8637], [-3.1877, 4.0563, -2.3979], [5.2189, 4.7119, 3.2181], [-3.7736, -5.5056, -0.0767], [-4.1890, -6.4285, 0.3282], [-7.0094, -1.7313, -1.1038], [-1.9372, 1.3722, 2.6154], [2.5323, -4.7807, -2.8002], [1.0341, -6.2098, 2.4051], [-0.4292, -5.3821, 3.0084], [7.9203, -0.7501, -0.7457], [5.8753, 4.8685, 1.0692], [0.7884, 5.3609, 1.0091], [2.2863, 0.2876, -3.0407], [-2.2846, -0.9451, 6.2426], [-2.6852, 0.7133, 3.0563], [1.7669, 0.3709, -0.5413], [-8.6300, 1.7859, -2.8776], [3.9871, -3.2876, 0.4352], [-0.2290, -0.9927, -1.7783], [-2.5483, -0.1024, -1.0289], [-2.8662, -0.8822, -7.7900], [5.8081, 1.0146, -0.5098], [-1.1106, 0.0847, -1.3538], [-6.9150, -0.9668, 1.8132], [-0.4938, 1.4367, -0.4379], [1.6182, -3.9283, 1.2500], [-4.0897, -4.3833, 0.9399], [-4.7356, 0.3063, -2.8541], [6.1899, 3.3171, 3.7841], [2.6240, 3.5195, 5.5052], [4.1830, 1.2997, 2.4462], [0.6419, -3.9977, 1.7299], [2.0451, 5.4868, 1.6876], [4.0010, -2.9664, -3.0287], [1.4351, 2.2473, -3.8234], [-3.7185, -2.8093, 0.1060], [4.2929, -4.9551, -1.2462], [-5.4821, 0.4944, -4.0977], [4.9843, -0.2099, 4.6620], [-7.1510, -0.2204, 0.5926], [-0.2379, 1.6094, 4.7558], [-4.3175, 0.5735, 4.2477], [-7.1748, 0.4402, -3.9961], [-7.2156, -2.9384, -0.3321], [2.6458, 0.9479, -3.8299], [0.6019, -5.2480, 2.6812], [-4.3216, 2.9776, 3.7804], [1.1448, 3.1064, 3.6349], [-1.8623, 4.3738, -3.2613], [4.9529, 5.4135, 4.0087], [-6.0916, -0.4401, -0.5249], [-0.4664, -4.3871, 0.3248]], "lowdin_charge": [0.01, 0.54, -0.61, 0.06, -0.28, -0.20, 0.03, -0.66, -0.23, -0.21, 0.03, 0.04, -0.37, -0.23, 0.59, -0.62, 0.66, 0.03, 0.06, 0.04, 0.08, -0.19, 0.58, 0.58, 0.06, 0.02, 0.06, -0.61, 0.58, -0.20, -0.21, -0.26, -0.19, 0.04, -0.32, -0.59, 0.39, 0.05, 0.09, -0.29, 0.56, -0.22, -0.60, -0.63, 0.48, 0.04, 0.07, 0.04, 0.54, 0.60, -0.60, -0.25, -0.62, -0.24, -0.60, -0.22, 0.57, 0.49, 0.06, -0.25, -0.24, -0.19, 0.05, 0.07, 0.04, 0.46, 0.06, 0.00, 0.57, -0.59, 0.07, 0.09, 0.06, -0.29, -0.70, -0.62, -0.31, 0.57, 0.71, 0.36, 0.47, -0.19, -0.63, 0.51, 0.08, -0.67, 0.06, 0.57, 0.08, 0.08, 0.04, 0.68, -0.64, -0.65, 0.05, 0.54, 0.02, 0.06, 0.06, 0.05, -0.69, 0.06, 0.47, 0.04, 0.07, -0.57, -0.24, -0.21, 0.58, -0.21, -0.36, -0.61, 0.58, 0.72, -0.27, -0.28, -0.01, -0.56, -0.35, 0.56, 0.06, 0.04, -0.58, -0.26, 0.57, 0.63, 0.61, 0.03, 0.62, 0.05, 0.43, 0.64, 0.05, -0.20, -0.24, -0.66, -0.65, 0.60, 0.04, -0.17, 0.07, -0.31, 0.55]}

Record 2
{"formula": "C69H64F8N4O", "method": "ωB97M-V/def2-TZVPD", "homo_lumo_gap_ha": 0.3493, "elements": ["H", "H", "H", "C", "C", "F", "H", "H", "H", "H", "H", "H", "F", "H", "H", "C", "C", "C", "F", "H", "H", "H", "C", "H", "C", "C", "C", "C", "H", "C", "H", "H", "C", "C", "H", "C", "H", "H", "C", "C", "C", "C", "N", "H", "C", "H", "H", "C", "C", "H", "C", "C", "C", "C", "H", "H", "H", "C", "N", "N", "H", "F", "C", "F", "C", "H", "H", "H", "H", "C", "H", "C", "H", "C", "H", "C", "H", "H", "C", "C", "C", "F", "C", "H", "H", "H", "C", "C", "F", "C", "C", "H", "C", "C", "C", "C", "C", "C", "H", "C", "H", "H", "C", "C", "C", "H", "C", "H", "H", "C", "C", "C", "C", "C", "F", "O", "C", "H", "C", "H", "C", "C", "H", "C", "C", "H", "C", "H", "H", "C", "H", "C", "H", "C", "H", "H", "C", "H", "C", "C", "H", "H", "H", "H", "N", "H"], "xyz": [[2.6298, -0.6501, -6.1215], [0.6920, -2.7175, 3.2140], [7.0910, 4.5528, 0.0775], [-1.7083, -2.9026, -5.7346], [5.6779, 3.0727, 0.7172], [3.7896, -6.9794, 3.5130], [3.5841, 0.3121, -4.1602], [7.7780, 3.1315, -1.9769], [0.2174, -4.3219, 5.0755], [3.4349, -4.4979, -4.8834], [-3.1378, 2.4361, 5.3693], [-4.4112, 4.5023, 5.3723], [-1.8710, 4.1088, -7.1587], [-3.5057, 2.3707, -6.0346], [-2.3553, -3.1491, -6.5635], [-1.2626, -1.8293, -3.6904], [4.2686, -4.6494, 3.8714], [1.0711, -0.8021, 5.6653], [4.6698, -3.7477, -2.6876], [4.7386, -2.5595, 3.9648], [0.8205, 6.4375, -0.0238], [-1.4509, 1.6474, -7.8716], [1.4697, 4.9405, 2.9253], [-2.1886, 0.2054, 5.1396], [0.6134, 0.5285, -1.2484], [3.7888, -3.0323, 2.1239], [4.0745, -2.9830, -3.5140], [-4.1237, -3.2406, 4.3535], [-1.5469, 2.0228, 3.5826], [3.0137, -2.6429, -5.6563], [2.4448, -2.9591, -6.5181], [1.8961, -1.0641, 5.0194], [4.0377, -1.6103, -3.2309], [4.9493, 1.9254, 0.3831], [4.5951, -4.9706, 4.8495], [-1.2332, 0.0029, 5.6007], [-4.3762, 3.7890, 0.4257], [-0.9202, 4.4321, -4.7703], [-3.6150, 5.2712, 3.4869], [1.3844, -0.1015, -0.2668], [0.1100, 1.1868, -4.9152], [6.2835, 1.7123, -1.5763], [0.1490, -3.6733, -4.2962], [4.4996, 0.5751, -1.1908], [-1.0123, 1.8761, -6.9115], [-2.9264, -1.3320, -4.9325], [-2.8686, 4.1278, -0.5831], [4.2962, -3.3497, 3.3762], [-0.3592, -5.3029, 1.4701], [-0.5022, -5.5842, 0.4373], [-3.1420, -3.1816, 3.3865], [-1.1713, 3.2034, -6.4519], [-0.3454, 0.9306, -6.1714], [-3.8425, 1.2700, -4.2144], [4.3818, -1.3448, -2.2422], [-4.4417, 1.7969, -0.4562], [-3.1862, 1.7391, -3.4964], [-2.1910, 2.8873, 3.5174], [-4.4085, -0.8291, 4.3716], [0.0760, -4.0474, 1.7119], [1.1002, 6.9528, 2.4374], [-2.6951, 5.7940, 1.3972], [3.5747, -0.7667, -4.2101], [3.9312, 1.5794, 1.2598], [7.0480, 2.8328, -1.2391], [-5.3624, -2.1263, 5.6964], [-4.4509, 4.1855, -1.2123], [1.0737, 0.6036, -2.2225], [-5.8177, -1.4323, -3.8856], [-2.7541, -1.9235, 2.9123], [3.7552, -2.0083, 1.7822], [-0.4097, -5.9168, 3.7375], [-6.3427, -0.7893, -6.3469], [-0.5524, -6.2814, 2.4183], [2.9080, -3.9027, 0.3273], [-3.1396, 3.1097, 4.5252], [-1.2371, 3.6451, 1.7594], [-0.2616, -0.8398, 3.9486], [1.2289, -0.3243, 6.9262], [-5.4167, -0.5533, -4.3682], [-2.7443, 4.9765, 2.4141], [2.4787, -0.3873, 7.4835], [0.3083, -3.7076, 3.0171], [0.7027, 0.4947, -4.3354], [1.3359, -0.8525, 1.8223], [2.5583, -6.0657, 1.2682], [-5.6318, -0.2798, -5.7133], [1.4580, 3.6144, 2.5454], [1.5512, 5.2886, 4.2417], [1.2019, 4.3086, 0.2553], [-1.1142, 0.7802, 0.3804], [-2.1408, -1.8077, 2.0309], [-0.6305, 1.0438, -0.8981], [-2.0649, -1.9740, -4.8238], [-0.6759, 3.4696, -5.1949], [3.7547, -5.6900, 3.0307], [1.4051, 3.3090, 1.1824], [-0.0372, 2.5064, -4.4204], [5.4224, 3.6790, 1.5737], [-0.6271, -3.7721, -5.4519], [-0.3357, -4.5717, -6.1169], [-2.0614, 1.1652, 0.7283], [1.2210, 5.9584, 2.0339], [3.1146, -1.3025, -5.4103], [0.9483, 5.6338, 0.6861], [0.1651, 2.9084, -3.4386], [-2.0303, 3.7771, 2.4804], [-0.2084, -0.0778, -6.5330], [1.6891, 2.8973, 3.3192], [-3.7890, 4.3294, 4.5066], [3.5626, -3.4456, -4.6767], [-4.7896, 0.6956, -6.2936], [-4.4998, 0.1991, -3.6335], [-4.0130, 1.5379, -5.5705], [-4.9061, 0.9539, -7.5525], [-3.6820, 2.2510, -0.8281], [-0.1671, -0.5932, 4.9958], [-3.4006, 0.2578, 2.9723], [-0.2288, -2.6736, -3.4416], [-4.2764, 0.0204, -2.5921], [-3.8346, 3.6287, -0.5065], [5.2391, 1.2519, -0.7891], [6.4584, 1.2012, -2.5115], [-1.0630, 0.5033, 6.9229], [-3.5334, -0.7568, 3.3179], [1.5776, 2.2931, 0.8592], [3.2146, -4.0475, 1.3527], [-4.3368, -4.1808, 4.8402], [0.2540, 0.5273, 8.6351], [0.1366, 0.2174, 7.6072], [2.3213, -0.4924, -0.6354], [0.0252, -4.6298, 4.0583], [-2.5259, -4.0276, 3.1201], [3.1252, -5.3410, 1.8337], [0.1796, -2.6173, -2.4434], [-0.5285, -6.5011, 4.6380], [6.6461, 3.5967, -0.1557], [-1.5824, -1.0419, -3.0240], [-4.6125, -2.0753, 4.9209], [0.8313, -0.4315, 0.9652], [1.1857, 3.9816, -0.7739], [-1.8830, 0.9532, 7.4630], [-4.2518, 6.1350, 3.3653], [-0.8368, -7.2931, 2.1692], [-0.3547, 0.0776, 1.3015], [-1.2771, 1.4369, -1.6688]], "lowdin_charge": [0.09, 0.07, 0.10, -0.08, -0.01, 0.03, 0.10, 0.10, 0.10, 0.12, 0.09, 0.10, 0.07, 0.10, 0.10, -0.08, -0.01, -0.01, 0.13, 0.10, 0.10, 0.12, -0.28, 0.06, -0.07, -0.10, -0.35, -0.08, 0.09, -0.09, 0.11, 0.11, -0.01, -0.23, 0.11, -0.09, 0.08, 0.12, 0.00, -0.08, -0.09, -0.08, 0.07, 0.08, -0.02, 0.08, 0.08, -0.10, -0.17, 0.10, -0.08, -0.29, -0.10, -0.07, 0.09, 0.08, 0.09, -0.08, 0.04, 0.07, 0.12, 0.09, -0.09, 0.02, -0.09, 0.10, 0.08, 0.08, 0.11, -0.05, 0.09, -0.08, 0.11, -0.08, 0.10, -0.08, 0.09, 0.06, -0.28, -0.09, -0.32, 0.04, -0.13, 0.07, 0.09, 0.11, 0.01, -0.01, 0.05, -0.09, -0.10, 0.07, -0.07, -0.08, -0.03, -0.23, -0.10, -0.06, 0.11, -0.11, 0.09, 0.08, -0.02, -0.12, -0.05, 0.09, -0.03, 0.11, 0.12, -0.09, -0.03, -0.34, -0.12, 0.00, 0.11, -0.13, -0.08, 0.08, -0.15, 0.10, -0.14, -0.03, 0.10, -0.05, -0.13, 0.07, -0.10, 0.10, 0.11, -0.01, 0.08, -0.06, 0.08, -0.04, 0.10, 0.11, -0.07, 0.09, -0.14, -0.14, 0.09, 0.10, 0.11, 0.11, 0.07, 0.08]}

Record 3
{"formula": "C4H6O2", "method": "ωB97M-V/def2-TZVPD", "homo_lumo_gap_ha": 0.3065, "relative_energy_kj_mol": 592.8, "elements": ["H", "C", "C", "H", "H", "H", "H", "C", "H", "O", "C", "O"], "xyz": [[-1.2405, -0.6703, 2.1357], [-0.2619, -0.8547, 0.2052], [1.2044, 0.5034, -0.6995], [-0.8261, -1.6900, -0.1968], [1.9975, 0.8124, -1.3755], [-0.5758, 0.5165, -2.1045], [-1.0574, 0.5809, -1.5157], [-0.3924, -0.2915, 1.5685], [0.4698, -0.0280, 2.1696], [1.0105, -0.7619, -0.5089], [-0.8291, 0.5657, 0.3938], [0.5009, 1.3176, -0.0720]], "nbo_charge": [0.24, -0.05, 0.67, 0.21, 0.20, -0.10, 0.06, -0.53, 0.23, -0.43, -0.08, -0.43]}

Record 4
{"formula": "C33H26GdN12S3", "method": "ωB97M-V/def2-TZVPD", "homo_lumo_gap_ha": [0.2730, 0.2052], "s2": 16.084, "spin_multiplicity": 8, "charge": 1, "relative_energy_kj_mol": 84.1, "elements": ["C", "C", "N", "H", "C", "C", "N", "C", "H", "C", "N", "C", "H", "H", "N", "C", "H", "H", "H", "C", "C", "N", "H", "C", "N", "C", "C", "C", "C", "H", "H", "N", "C", "H", "H", "C", "H", "H", "C", "C", "C", "C", "H", "Gd", "C", "C", "C", "H", "H", "H", "S", "C", "H", "N", "S", "N", "C", "C", "C", "C", "S", "C", "H", "H", "N", "H", "N", "H", "C", "H", "C", "H", "C", "N", "H"], "xyz": [[-4.9034, 3.4039, -0.2205], [1.1946, 2.9352, -2.2856], [-2.0757, -1.7154, -0.5779], [-6.0095, 3.6918, 1.5780], [2.4456, -1.1279, 2.3756], [-3.2414, -1.3598, -1.2179], [-1.6379, -0.6727, 1.9910], [-1.9332, 2.3068, -1.9055], [3.8707, -3.2112, -1.0962], [1.3960, -5.8732, -3.9268], [4.4950, -6.4275, -2.0655], [-1.0017, 2.1382, -3.0668], [-2.1597, 1.8636, 2.1279], [-0.1177, -3.7147, -3.9402], [1.1343, -0.8578, 2.0459], [-4.1127, 2.7621, 1.9847], [-3.5404, -0.3189, -1.2470], [1.6971, 1.7635, 2.8788], [0.7495, 1.1179, -3.1538], [-3.7022, 2.9084, -0.7131], [-5.0921, 3.3135, 1.1449], [-3.1544, 2.8792, -1.9893], [-1.6971, -1.6792, 4.9902], [4.9933, 2.6080, 0.9163], [1.1701, -6.8392, -4.5074], [-3.9268, -2.3860, -1.7745], [-2.9261, 2.2667, 1.4800], [5.0105, 2.3459, 2.2725], [-2.9837, -0.7796, 2.2591], [-1.0262, -3.5087, -0.2295], [0.5947, 3.8177, -2.0592], [0.3139, 1.8093, -2.5599], [2.0113, 2.6371, -1.0728], [5.8969, 2.8615, 0.3759], [0.9276, -1.8446, 5.0427], [0.9722, -2.3740, -2.6663], [3.2419, -0.9982, 1.6620], [-5.6480, 3.8565, -0.8645], [0.7642, -3.5958, -3.3249], [2.7937, -4.5013, -2.4050], [-2.7334, 2.3227, 0.1020], [3.7542, 2.5459, 0.2891], [1.8405, 3.1861, -3.1300], [0.0014, 0.0520, -0.2389], [2.5792, 2.2095, 0.9609], [3.7367, -5.5794, -2.2308], [-1.0222, -1.0265, 3.0908], [3.3468, -1.8764, 4.2705], [-1.0167, 3.0431, -3.6823], [-4.2905, 2.7397, 3.0524], [-0.2111, -1.1049, -2.8390], [-3.1698, -1.2115, 3.5342], [3.8851, 1.8832, 4.0428], [1.2149, -1.5561, 4.1239], [2.4828, -0.7544, -0.9817], [1.4953, 2.2498, 0.0713], [3.0007, -3.3101, -1.7318], [0.4269, -1.1222, 3.1205], [2.1215, -2.2286, -1.8580], [2.5150, -1.5654, 3.6593], [-3.0933, -3.8483, -1.4959], [1.6595, -4.6448, -3.2156], [-4.0611, -1.4212, 4.1016], [-3.7331, -0.5448, 1.5200], [-1.9033, -1.3678, 4.0574], [-3.5678, 3.2563, -2.8248], [-1.6294, 1.9410, -0.6841], [-1.3492, 1.3163, -3.6943], [-1.8892, -3.0010, -0.6438], [-4.8562, -2.3578, -2.3217], [3.8310, 2.0500, 2.9739], [5.9493, 2.3877, 2.8091], [2.6090, 1.9792, 2.3345], [3.3478, 2.8184, -1.0095], [3.9452, 3.0394, -1.7875]], "lowdin_charge": [-0.01, -0.11, -0.18, 0.11, -0.15, -0.28, 0.04, -0.31, 0.12, -0.17, 0.18, -0.15, 0.10, 0.12, 0.01, -0.07, 0.11, 0.11, 0.04, -0.18, -0.07, 0.18, 0.16, 0.00, 0.18, -0.37, -0.03, -0.07, -0.13, 0.09, 0.14, -0.15, -0.35, 0.12, 0.16, -0.68, 0.08, 0.12, -0.06, -0.19, -0.22, -0.19, 0.13, 1.27, -0.25, -0.17, -0.28, 0.13, 0.14, 0.11, 0.62, -0.05, 0.11, 0.13, 0.58, 0.06, -0.06, -0.28, -0.68, -0.05, 1.06, -0.19, 0.12, 0.11, 0.13, 0.17, 0.04, 0.11, -0.50, 0.08, -0.08, 0.11, -0.04, 0.19, 0.17]}